a | A 2-piece molecular cluster, C9H14 overall, computed with the ωB97M-V functional and the def2-TZVPD basis.

```
23
Properties=species:S:1:pos:R:3:lowdin_charge:R:1
C -1.27 1.03 0.76 -0.044
C 2.24 0.58 -0.81 -0.085
C 2.65 1.88 -0.85 -0.113
C 0.91 0.29 -0.35 -0.051
C 0.15 1.28 0.17 -0.286
C 1.87 2.91 -0.30 -0.081
C 0.64 2.58 0.23 -0.072
H 2.72 -0.42 -0.90 0.113
H 3.67 1.91 -1.19 0.099
H 0.62 -0.75 -0.49 0.075
H 2.28 3.85 -0.57 0.092
H -1.28 1.94 1.39 0.064
H -1.47 0.01 1.15 0.029
H 0.06 3.39 0.80 0.135
H -2.10 1.16 -0.02 0.103
C -1.07 -3.07 -0.43 -0.169
C -1.87 -2.39 0.71 -0.178
H -0.90 -4.11 -0.31 0.036
H -1.73 -3.00 -1.42 0.106
H -0.09 -2.53 -0.49 0.040
H -2.40 -1.38 0.33 0.095
H -1.15 -2.01 1.47 0.063
H -2.46 -3.14 1.12 0.030
```

For the molecular weight, the calculation gives 122.21 g mol⁻¹. The calculation puts the LUMO energy at 0.038 Eh. The HOMO-LUMO gap comes out at 10.1646 eV. The SMILES is Cc1ccccc1.CC. As for the HOMO energy: -9.14 eV.

=====

b | A 2-piece molecular cluster, C9H14 overall, computed with the ωB97M-V functional and the def2-TZVPD basis.

```
23
Properties=species:S:1:pos:R:3:lowdin_charge:R:1
C 1.97 -0.02 -0.35 -0.055
C -0.26 -2.70 1.14 -0.059
C -0.96 -1.87 2.07 -0.122
C 0.49 -1.97 0.21 -0.056
C 0.76 -0.60 0.40 -0.303
C -0.67 -0.57 2.30 -0.097
C 0.30 0.08 1.50 -0.060
H -0.18 -3.77 1.18 0.098
H -1.61 -2.48 2.68 0.099
H 1.00 -2.51 -0.57 0.102
H -1.11 -0.15 3.20 0.105
H 2.71 0.01 0.45 0.083
H 1.78 1.03 -0.60 0.058
H 0.58 1.07 1.84 0.116
H 2.30 -0.56 -1.23 0.077
C -0.98 1.10 -1.88 -0.150
C -0.73 2.64 -1.66 -0.145
H -0.03 0.65 -2.12 0.044
H -1.44 0.59 -1.04 0.053
H -1.70 1.03 -2.69 0.058
H -1.64 2.97 -1.16 0.059
H -0.70 3.16 -2.61 0.050
H 0.14 2.88 -1.06 0.045
```

For the molecular weight, the calculation gives 122.21 g mol⁻¹. The calculation puts the LUMO energy at 0.037 Eh. The HOMO-LUMO gap comes out at 9.9522 eV. The SMILES is Cc1ccccc1.CC. As for the HOMO energy: -8.94 eV.

=====

c | One molecule with the formula C9H14, computed with the ωB97M-V functional and the def2-TZVPD basis.

```
23
Properties=species:S:1:pos:R:3:lowdin_charge:R:1
C 2.18 1.66 0.91 0.117
C 2.30 0.56 0.46 -0.144
C 2.30 -0.78 -0.09 -0.195
C 1.05 -1.02 -0.95 -0.158
C -0.78 0.51 -0.17 -0.311
C -0.18 -0.68 -0.15 -0.290
C -1.93 0.83 0.75 -0.063
C -0.46 1.63 -1.11 -0.062
C -0.65 -1.81 0.72 -0.042
H 2.15 2.64 1.30 0.023
H 3.20 -0.94 -0.68 0.116
H 2.32 -1.49 0.75 0.113
H 1.12 -0.40 -1.85 0.101
H 1.03 -2.06 -1.26 0.115
H -2.26 1.86 0.61 0.070
H -1.64 0.71 1.79 0.081
H -2.78 0.17 0.56 0.084
H -0.03 2.48 -0.58 0.072
H -1.38 1.97 -1.59 0.081
H 0.24 1.35 -1.89 0.064
H 0.20 -2.30 1.20 0.075
H -1.15 -2.56 0.11 0.088
H -1.34 -1.49 1.49 0.064
```

For the molecular weight, the calculation gives 122.21 g mol⁻¹. The calculation puts the LUMO energy at 0.038 Eh. The HOMO-LUMO gap comes out at 9.4870 eV. The SMILES is C#CCCC(C)=C(C)C. As for the HOMO energy: -8.44 eV.

=====

d | A 2-piece molecular cluster, C9H14 overall, computed with the ωB97M-V functional and the def2-TZVPD basis.

```
23
Properties=species:S:1:pos:R:3:lowdin_charge:R:1
C -2.81 -1.73 -0.60 -0.166
C -2.06 -1.88 -1.92 -0.179
H -2.82 -2.69 -0.08 0.059
H -2.33 -1.02 0.08 0.052
H -3.83 -1.39 -0.79 0.062
H -2.31 -1.08 -2.63 0.058
H -2.32 -2.80 -2.44 0.060
H -0.97 -1.82 -1.83 0.053
C -0.48 2.10 -0.04 -0.047
C 1.15 1.45 1.79 -0.057
C 0.71 1.30 0.48 -0.281
C 2.25 0.71 2.24 -0.089
C 2.94 -0.08 1.35 -0.110
C 1.41 0.48 -0.42 -0.056
C 2.54 -0.19 0.03 -0.090
H 0.73 2.21 2.44 0.108
H 2.57 0.70 3.27 0.101
H -0.98 2.62 0.77 0.070
H -1.18 1.45 -0.56 0.066
H 3.81 -0.65 1.67 0.099
H 1.00 0.32 -1.41 0.107
H 3.08 -0.82 -0.66 0.099
H -0.11 2.83 -0.76 0.079
```

For the molecular weight, the calculation gives 122.21 g mol⁻¹. The calculation puts the LUMO energy at 0.037 Eh. The HOMO-LUMO gap comes out at 10.0735 eV. The SMILES is Cc1ccccc1.CC. As for the HOMO energy: -9.06 eV.

=====

Most stable of them? d.

=====

a | A 2-piece molecular cluster, C9H14 overall, computed with the ωB97M-V functional and the def2-TZVPD basis.

```
23
Properties=species:S:1:pos:R:3:lowdin_charge:R:1
C 0.98 1.31 1.73 -0.067
C -0.61 1.63 -0.11 -0.054
C 0.57 1.02 0.31 -0.292
C -0.98 1.46 -1.43 -0.086
C 1.33 0.21 -0.51 -0.070
C -0.16 0.76 -2.32 -0.092
C 0.92 -0.01 -1.83 -0.082
H -1.12 2.22 0.65 0.116
H -1.83 1.91 -1.92 0.096
H 2.03 1.08 1.96 0.077
H 0.40 0.78 2.49 0.078
H 2.20 -0.31 -0.15 0.107
H -0.42 0.59 -3.35 0.093
H 1.16 -0.90 -2.41 0.102
H 0.86 2.32 2.11 0.070
C -0.19 -2.67 1.20 -0.188
C -1.59 -2.41 1.70 -0.170
H 0.09 -2.63 0.15 0.053
H 0.70 -2.22 1.65 0.056
H -0.02 -3.75 1.38 0.067
H -2.22 -3.27 1.44 0.062
H -2.13 -1.55 1.26 0.060
H -1.63 -2.17 2.77 0.066
```

For the molecular weight, the calculation gives 122.21 g mol⁻¹. The calculation puts the LUMO energy at 0.037 Eh. The HOMO-LUMO gap comes out at 9.9538 eV. The SMILES is Cc1ccccc1.CC. As for the HOMO energy: -8.95 eV.

=====

b | A 2-piece molecular cluster, C9H14 overall, computed with the ωB97M-V functional and the def2-TZVPD basis.

```
23
Properties=species:S:1:pos:R:3:lowdin_charge:R:1
C -0.48 -0.08 3.05 -0.196
C -1.81 0.56 2.60 -0.185
H -0.16 -0.03 4.19 0.100
H -0.72 -1.13 3.10 0.037
H 0.36 0.13 2.40 0.049
H -2.42 -0.16 1.89 0.098
H -1.49 1.65 2.20 0.110
H -2.52 0.63 3.33 -0.004
C -0.30 1.79 -1.16 -0.054
C 2.05 -0.76 -2.42 -0.090
C 1.65 -1.91 -1.71 -0.064
C 1.30 0.39 -2.37 -0.077
C 0.21 0.41 -1.53 -0.287
C 0.58 -1.78 -0.82 -0.085
C -0.27 -0.70 -0.89 -0.054
H 2.78 -0.65 -3.13 0.071
H 2.17 -2.82 -2.02 0.099
H 1.51 1.19 -3.16 0.143
H 0.14 -2.67 -0.41 0.097
H 0.16 2.17 -0.28 0.066
H -1.33 1.66 -0.82 0.067
H -1.09 -0.57 -0.25 0.083
H -0.31 2.68 -1.80 0.077
```

For the molecular weight, the calculation gives 122.21 g mol⁻¹. The calculation puts the LUMO energy at 0.037 Eh. The HOMO-LUMO gap comes out at 9.8125 eV. The SMILES is Cc1ccccc1.CC. As for the HOMO energy: -8.80 eV.

=====

c | A 2-piece molecular cluster, C9H14 overall, computed with the ωB97M-V functional and the def2-TZVPD basis.

```
23
Properties=species:S:1:pos:R:3:lowdin_charge:R:1
C -0.09 -0.96 2.66 -0.057
C -2.14 -0.07 1.46 -0.052
C -0.74 -0.09 1.61 -0.280
C -2.69 0.75 0.51 -0.102
C -1.98 1.77 -0.15 -0.079
C 0.01 0.79 0.85 -0.082
C -0.60 1.73 0.04 -0.094
H -2.66 -0.88 1.97 0.108
H -3.73 0.61 0.24 0.100
H 0.54 -0.28 3.23 0.082
H 0.68 -1.65 2.29 0.077
H -2.44 2.48 -0.80 0.096
H 1.08 0.62 0.79 0.109
H 0.07 2.28 -0.62 0.100
H -0.70 -1.60 3.29 0.073
C 2.31 -0.09 -2.38 -0.178
C 1.49 -1.30 -1.91 -0.156
H 2.86 0.42 -1.60 0.053
H 3.04 -0.26 -3.17 0.059
H 1.57 0.66 -2.71 0.057
H 2.23 -2.12 -1.99 0.063
H 1.11 -1.31 -0.90 0.042
H 0.77 -1.51 -2.69 0.061
```

For the molecular weight, the calculation gives 122.21 g mol⁻¹. The calculation puts the LUMO energy at 0.037 Eh. The HOMO-LUMO gap comes out at 9.9687 eV. The SMILES is Cc1ccccc1.CC. As for the HOMO energy: -8.95 eV.

=====

Most stable of them? c.

=====

a | A 2-piece molecular cluster, C9H14 overall, computed with the ωB97M-V functional and the def2-TZVPD basis.

```
23
Properties=species:S:1:pos:R:3:lowdin_charge:R:1
C 3.17 -1.78 1.35 -0.177
C 3.43 -0.31 1.61 -0.173
H 4.07 -2.41 1.31 0.066
H 2.37 -2.14 2.00 0.064
H 2.68 -1.93 0.36 0.051
H 2.52 0.26 1.79 0.052
H 4.00 -0.27 2.52 0.056
H 3.94 0.24 0.83 0.061
C -0.32 -1.04 -0.71 -0.068
C -2.33 1.91 0.22 -0.096
C -1.15 1.20 0.17 -0.044
C -3.23 1.96 -0.86 -0.097
C -1.09 0.26 -0.90 -0.257
C -3.01 1.18 -1.99 -0.097
C -2.01 0.24 -1.96 -0.068
H -2.55 2.38 1.17 0.099
H -0.39 1.14 0.94 0.105
H -4.07 2.63 -0.74 0.098
H -3.72 1.33 -2.79 0.102
H 0.74 -1.05 -0.94 0.060
H -0.93 -1.85 -1.09 0.070
H -1.91 -0.58 -2.66 0.108
H -0.22 -1.38 0.36 0.085
```

For the molecular weight, the calculation gives 122.21 g mol⁻¹. The calculation puts the LUMO energy at 0.036 Eh. The HOMO-LUMO gap comes out at 9.7998 eV. The SMILES is Cc1ccccc1.CC. As for the HOMO energy: -8.81 eV.

=====

b | A 2-piece molecular cluster, C9H14 overall, computed with the ωB97M-V functional and the def2-TZVPD basis.

```
23
Properties=species:S:1:pos:R:3:lowdin_charge:R:1
C 1.42 -2.94 -2.39 -0.176
C 0.39 -2.02 -1.79 -0.176
H 1.66 -2.66 -3.41 0.055
H 2.37 -2.90 -1.86 0.065
H 1.18 -3.99 -2.42 0.056
H 0.77 -1.01 -1.65 0.055
H 0.18 -2.27 -0.75 0.059
H -0.58 -2.02 -2.29 0.065
C 1.43 0.37 1.67 -0.054
C -1.06 2.68 0.07 -0.092
C 0.12 2.09 0.45 -0.063
C -2.30 2.15 0.47 -0.097
C 0.10 0.99 1.32 -0.289
C -2.31 1.10 1.36 -0.092
C -1.11 0.49 1.75 -0.058
H -1.16 3.70 -0.29 0.103
H 1.07 2.59 0.29 0.111
H -3.20 2.55 0.04 0.095
H -3.17 0.90 2.00 0.102
H 2.16 1.07 2.07 0.078
H 1.81 0.06 0.69 0.073
H -1.16 -0.41 2.36 0.107
H 1.41 -0.51 2.31 0.074
```

For the molecular weight, the calculation gives 122.21 g mol⁻¹. The calculation puts the LUMO energy at 0.037 Eh. The HOMO-LUMO gap comes out at 9.9738 eV. The SMILES is Cc1ccccc1.CC. As for the HOMO energy: -8.96 eV.

=====

c | A 2-piece molecular cluster, C9H14 overall, computed with the ωB97M-V functional and the def2-TZVPD basis.

```
23
Properties=species:S:1:pos:R:3:lowdin_charge:R:1
C -0.18 -0.11 2.52 -0.163
C 1.30 0.08 2.86 -0.165
H -0.33 -0.66 1.59 0.029
H -0.68 -0.77 3.24 0.065
H -0.69 0.85 2.44 0.061
H 1.75 -0.92 2.80 0.061
H 1.53 0.42 3.87 0.058
H 1.80 0.71 2.13 0.058
C 0.23 2.00 -2.20 -0.070
C 0.81 -0.43 -1.79 -0.036
C -0.07 0.65 -1.64 -0.290
C 0.34 -1.70 -1.49 -0.081
C -0.79 -1.86 -0.68 -0.119
C -1.30 0.46 -1.02 -0.061
C -1.66 -0.80 -0.53 -0.114
H 1.72 -0.18 -2.34 0.106
H 0.96 -2.58 -1.62 0.099
H -0.41 2.27 -3.03 0.084
H 1.30 2.16 -2.33 0.072
H -1.11 -2.79 -0.22 0.104
H -2.05 1.24 -1.03 0.112
H -2.62 -0.92 -0.04 0.106
H 0.13 2.86 -1.49 0.085
```

For the molecular weight, the calculation gives 122.21 g mol⁻¹. The calculation puts the LUMO energy at 0.037 Eh. The HOMO-LUMO gap comes out at 10.0350 eV. The SMILES is Cc1ccccc1.CC. As for the HOMO energy: -9.04 eV.

=====

Most stable of them? c.

=====

a | A 2-piece molecular cluster, C9H14 overall, computed with the ωB97M-V functional and the def2-TZVPD basis.

```
23
Properties=species:S:1:pos:R:3:lowdin_charge:R:1
C 2.05 -3.38 1.47 -0.179
C 1.24 -3.73 0.24 -0.163
H 1.50 -3.47 2.41 0.065
H 2.93 -4.04 1.59 0.063
H 2.46 -2.37 1.42 0.051
H 0.38 -3.08 0.21 0.024
H 0.89 -4.76 0.24 0.067
H 1.89 -3.45 -0.60 0.075
C -0.61 3.68 -0.10 -0.054
C 0.61 1.51 -0.07 -0.059
C -0.59 2.17 -0.31 -0.282
C 0.60 0.14 -0.22 -0.079
C -0.57 -0.56 -0.55 -0.100
C -1.79 1.47 -0.47 -0.053
C -1.80 0.08 -0.59 -0.076
H 1.45 1.95 0.44 0.115
H 1.41 -0.53 0.07 0.089
H -1.57 4.09 -0.43 0.068
H 0.17 4.14 -0.70 0.075
H -0.48 -1.63 -0.57 0.064
H -2.73 1.98 -0.36 0.105
H -2.71 -0.46 -0.81 0.101
H -0.57 3.87 0.98 0.084
```

For the molecular weight, the calculation gives 122.21 g mol⁻¹. The calculation puts the LUMO energy at 0.039 Eh. The HOMO-LUMO gap comes out at 10.0539 eV. The SMILES is Cc1ccccc1.CC. As for the HOMO energy: -9.00 eV.

=====

b | A 2-piece molecular cluster, C9H14 overall, computed with the ωB97M-V functional and the def2-TZVPD basis.

```
23
Properties=species:S:1:pos:R:3:lowdin_charge:R:1
C -1.58 -1.29 -2.21 -0.195
C -1.65 -0.07 -3.11 -0.171
H -2.46 -1.31 -1.57 0.046
H -1.69 -2.35 -2.62 0.083
H -0.70 -1.37 -1.53 0.056
H -0.98 0.70 -2.72 0.060
H -2.65 0.33 -3.21 0.053
H -1.35 -0.39 -4.13 0.069
C -0.55 1.88 2.19 -0.064
C 1.55 1.27 0.96 -0.045
C 0.54 0.91 1.83 -0.287
C 2.55 0.33 0.49 -0.055
C 0.24 -0.46 1.85 -0.078
C 2.20 -1.01 0.62 -0.110
C 1.06 -1.43 1.29 -0.097
H 1.73 2.35 0.93 0.107
H 3.44 0.65 -0.02 0.093
H -1.39 1.15 2.33 0.078
H -0.88 2.55 1.39 0.079
H -0.63 -0.93 2.36 0.114
H 2.90 -1.70 0.19 0.093
H 0.71 -2.36 1.65 0.093
H -0.43 2.57 3.03 0.078
```

For the molecular weight, the calculation gives 122.21 g mol⁻¹. The calculation puts the LUMO energy at 0.035 Eh. The HOMO-LUMO gap comes out at 10.1412 eV. The SMILES is Cc1ccccc1.CC. As for the HOMO energy: -9.19 eV.

=====

c | A 2-piece molecular cluster, C9H14 overall, computed with the ωB97M-V functional and the def2-TZVPD basis.

```
23
Properties=species:S:1:pos:R:3:lowdin_charge:R:1
C -1.94 0.58 -0.95 -0.058
C 1.90 1.00 -2.85 -0.096
C 0.75 0.85 -3.60 -0.097
C 1.76 1.25 -1.48 -0.096
C -0.50 0.76 -2.99 -0.056
C 0.52 1.19 -0.88 -0.064
C -0.61 0.80 -1.60 -0.281
H 2.88 0.88 -3.27 0.098
H 0.83 0.82 -4.68 0.099
H 2.61 1.68 -0.97 0.101
H -1.42 0.72 -3.55 0.107
H 0.38 1.51 0.15 0.114
H -1.80 -0.11 -0.10 0.072
H -2.68 0.16 -1.62 0.072
H -2.40 1.46 -0.48 0.083
C -0.20 -2.02 2.95 -0.174
C 0.11 -1.36 4.30 -0.169
H 0.65 -1.91 2.27 0.058
H -0.41 -3.09 2.96 0.061
H -0.98 -1.48 2.41 0.050
H -0.29 -1.98 5.10 0.056
H -0.33 -0.37 4.35 0.058
H 1.18 -1.32 4.53 0.060
```

For the molecular weight, the calculation gives 122.21 g mol⁻¹. The calculation puts the LUMO energy at 0.036 Eh. The HOMO-LUMO gap comes out at 9.9070 eV. The SMILES is Cc1ccccc1.CC. As for the HOMO energy: -8.94 eV.

=====

d | A 2-piece molecular cluster, C9H14 overall, computed with the ωB97M-V functional and the def2-TZVPD basis.

```
23
Properties=species:S:1:pos:R:3:lowdin_charge:R:1
C 1.13 -2.75 0.95 -0.194
C 0.41 -2.32 -0.27 -0.203
H 1.60 -3.82 0.68 0.109
H 2.13 -2.19 0.98 0.082
H 0.75 -2.82 1.89 0.013
H 0.20 -1.26 -0.31 0.000
H 0.92 -2.42 -1.23 0.075
H -0.57 -2.91 -0.20 0.100
C -1.46 1.46 1.74 -0.098
C -1.38 1.80 -0.66 -0.072
C -0.77 1.23 0.46 -0.317
C -0.78 1.74 -1.96 -0.098
C 0.55 0.70 0.32 -0.103
C 0.49 1.13 -2.08 -0.069
C 1.23 0.72 -0.87 -0.097
H -2.36 2.52 -0.58 0.155
H -1.34 2.24 -2.81 0.110
H -2.26 2.16 1.88 0.058
H -0.87 1.95 2.55 0.084
H 0.96 0.49 1.40 0.157
H 1.07 1.19 -3.07 0.113
H 2.26 0.70 -0.96 0.073
H -1.91 0.45 2.14 0.122
```

For the molecular weight, the calculation gives 122.21 g mol⁻¹. The calculation puts the LUMO energy at 0.036 Eh. The HOMO-LUMO gap comes out at 9.9637 eV. The SMILES is Cc1ccccc1.CC. As for the HOMO energy: -8.98 eV.

=====

Most stable of them? c.